No. 1
Computed, not measured: C3H4N2O as an isolated structure, with wB97M-V/def2-TZVPD.

Values from the calculation:
- LUMO (spin up / spin down): -0.037 / -0.038 eV
- HOMO level (spin up / spin down): -7.61 / -7.61 eV
- Multiplicity: 1
- DFT total energy: -8196.42928 eV
- ΔE to the lowest compared entry with this formula, charge and spin: 7.456 eV

Geometry as XYZ:
```
10
Properties=species:S:1:pos:R:3:forces:R:3:mulliken_charge:R:1
O -1.781 0.021 -1.303 -0.29 0.00 0.07 -0.47
C -0.562 -0.179 -0.762 0.07 -0.30 -0.06 0.58
C 0.059 0.647 0.250 0.75 -0.15 -0.51 -0.51
N 0.736 0.044 1.349 0.04 -0.45 0.01 0.28
N 1.411 -0.971 1.306 -0.06 0.42 0.45 -0.65
C 0.454 -0.935 -0.979 -0.21 0.62 -0.10 -0.55
H -2.237 0.629 -0.705 -0.12 -0.04 -0.09 0.33
H 0.199 1.728 0.164 0.07 -0.33 -0.14 0.40
H 0.566 0.561 2.231 -0.04 -0.15 0.05 0.26
H 1.152 -1.535 -1.546 -0.21 0.38 0.31 0.33
```
Positions in Å, forces in eV/Å.

=====

No. 2
Computed, not measured: C21H52AsBaF6NO13P3 as an isolated structure at a distorted geometry, with wB97M-V/def2-TZVPD.

Values from the calculation:
- LUMO: -6.532 eV
- HOMO level: -10.21 eV
- Multiplicity: 1
- Total charge: +1
- DFT total energy: -156430.78148 eV

Geometry as XYZ:
```
98
Properties=species:S:1:pos:R:3:forces:R:3:mulliken_charge:R:1
Ba -1.127 -2.620 0.896 0.21 1.01 -0.69 1.98
As -1.541 0.663 -3.227 1.07 -0.04 -1.60 2.03
F -0.372 0.255 -1.853 -1.07 0.04 -0.67 -0.59
F -1.367 -1.097 -3.704 -0.16 1.85 0.53 -0.51
F -2.698 0.978 -4.534 1.22 -0.33 1.19 -0.47
F -1.643 2.312 -2.601 0.09 -1.48 -0.47 -0.45
F -0.123 1.133 -4.327 -2.19 -0.89 1.93 -0.50
F -2.925 0.163 -2.210 1.02 0.11 -0.03 -0.50
C -4.656 -4.212 -5.869 1.44 -1.85 -1.19 0.15
O -3.959 -5.237 -5.781 -1.21 0.80 0.97 -0.65
N -4.404 -3.322 -6.827 1.60 0.61 0.31 0.09
C -5.129 -2.050 -6.941 -0.10 -2.08 -1.80 -1.03
C -3.251 -3.475 -7.737 0.21 0.62 0.15 -0.92
H -5.587 -4.017 -5.313 0.23 0.03 0.33 0.32
H -4.489 -1.383 -7.519 -0.09 0.54 0.85 0.32
H -5.594 -1.724 -6.011 0.28 0.20 -0.32 0.28
H -5.813 -2.451 -7.689 -1.30 1.41 0.05 0.46
H -3.501 -3.310 -8.785 -0.66 -0.29 -0.03 0.35
H -2.555 -2.655 -7.559 0.20 0.01 0.40 0.35
H -2.698 -4.412 -7.658 -0.55 0.05 0.35 0.29
C 9.905 4.608 -0.183 0.17 0.64 0.93 -0.95
C 9.499 5.622 -1.255 0.81 -0.08 0.92 -0.26
O 9.098 4.864 -2.347 -1.59 -1.09 -1.72 -0.36
P 7.708 4.042 -2.370 0.71 -0.76 -0.26 0.69
O 7.141 3.624 -1.059 0.28 0.93 -1.10 -0.46
O 6.823 4.901 -3.388 1.20 -0.50 0.56 -0.33
C 5.526 5.253 -2.978 -1.78 -1.15 0.00 -0.27
C 4.555 3.984 -3.194 0.05 0.81 -0.36 -0.98
O 8.039 2.805 -3.318 -0.14 2.21 0.55 -0.31
C 8.812 1.681 -2.974 -1.16 -1.44 -0.96 -0.26
C 7.807 0.498 -3.087 1.43 0.75 0.56 -1.06
H 10.624 3.859 -0.516 0.48 0.57 -0.52 0.29
H 10.329 5.163 0.653 0.09 -0.27 0.25 0.38
H 9.113 3.947 0.169 -0.49 0.69 0.03 0.23
H 8.798 6.423 -1.017 -0.81 -0.59 0.67 0.28
H 10.311 6.275 -1.573 0.64 -0.62 -0.19 0.30
H 5.581 5.614 -1.951 -0.39 -0.54 0.30 0.28
H 5.271 6.160 -3.526 -0.35 -0.42 -0.48 0.35
H 4.329 3.698 -4.221 0.50 0.85 -0.58 0.33
H 4.957 3.027 -2.863 0.37 0.40 0.83 0.20
H 3.539 4.096 -2.815 0.20 0.31 0.61 0.37
H 9.525 1.597 -3.795 0.19 -0.19 0.11 0.34
H 9.378 1.651 -2.044 -0.36 0.65 0.28 0.29
H 8.519 -0.326 -3.046 -0.79 -0.82 -0.44 0.42
H 7.085 0.438 -2.273 0.30 0.15 0.26 0.22
H 7.221 0.656 -3.992 0.42 -0.54 -0.22 0.28
C 5.956 1.141 2.500 0.11 0.60 -0.19 -1.34
C 4.479 1.112 2.146 0.67 0.15 -0.65 0.14
O 3.772 1.630 3.240 -4.13 -0.70 2.05 -0.23
P 2.067 1.374 3.425 3.23 2.29 0.15 0.85
O 1.611 0.201 2.637 -0.44 0.39 0.68 -0.76
O 1.863 1.320 5.053 1.07 -1.43 -4.18 -0.37
C 1.904 2.552 5.741 -0.92 0.05 0.77 -0.20
C 0.459 2.954 5.798 -0.31 1.31 1.08 -1.02
O 1.528 2.878 2.974 1.01 -3.32 2.61 -0.17
C 1.783 3.307 1.637 -1.55 0.20 -0.17 -0.29
C 2.449 4.667 1.661 -0.05 0.03 -0.08 -1.17
H 6.546 0.880 1.623 0.05 0.01 0.03 0.36
H 6.183 2.172 2.774 0.19 0.08 -0.17 0.31
H 6.295 0.556 3.355 -0.50 -0.39 -0.10 0.36
H 4.271 1.839 1.362 0.50 -0.30 -0.62 0.09
H 4.143 0.131 1.808 -0.18 -0.10 0.27 0.27
H 2.270 2.299 6.736 -0.01 0.10 0.02 0.38
H 2.585 3.292 5.321 -0.15 -0.12 -0.31 0.27
H -0.041 3.166 4.853 0.55 0.22 -0.10 0.27
H -0.176 2.219 6.292 0.37 -0.21 0.20 0.30
H 0.480 3.838 6.435 -0.67 0.33 -0.08 0.35
H 2.348 2.576 1.059 0.20 0.07 0.11 0.32
H 0.747 3.218 1.307 0.20 0.88 -1.15 0.35
H 3.505 4.445 1.815 0.20 0.59 -0.50 0.25
H 2.177 5.257 0.786 0.69 -0.43 -0.53 0.38
H 2.174 5.385 2.434 -0.47 -0.70 0.58 0.34
C -7.373 -1.175 0.439 0.13 -0.47 1.08 -1.15
C -7.309 -2.702 0.781 0.87 0.84 -0.95 -0.22
O -7.717 -2.984 2.156 1.00 -0.77 -0.11 -0.33
P -7.333 -4.419 2.806 -2.52 0.38 1.95 0.95
O -6.220 -5.205 2.274 0.30 0.24 -0.60 -0.70
O -8.838 -5.036 2.662 1.59 1.17 0.85 -0.26
C -8.937 -6.377 3.096 -1.64 -2.04 -2.12 -0.09
C -10.337 -6.907 2.586 1.53 1.14 0.39 -1.27
O -7.185 -4.240 4.455 -0.05 0.42 -0.87 -0.36
C -6.772 -5.371 5.297 -0.44 -1.62 0.23 -0.21
C -7.678 -5.722 6.525 -0.96 1.87 -1.66 -1.14
H -8.257 -0.668 0.826 -0.37 -0.53 -0.06 0.32
H -6.579 -0.615 0.933 0.34 -0.17 -0.12 0.28
H -7.341 -0.973 -0.631 0.13 -0.34 0.03 0.37
H -7.753 -3.251 -0.049 -1.66 -0.25 0.74 0.33
H -6.331 -3.143 0.592 0.75 0.59 0.69 0.29
H -8.147 -6.859 2.519 0.02 -0.78 0.41 0.41
H -8.863 -6.632 4.153 0.17 0.79 0.11 0.07
H -11.095 -6.340 3.127 -0.20 -0.51 0.23 0.32
H -10.465 -6.612 1.545 0.17 -0.32 -0.08 0.33
H -10.364 -7.990 2.710 -0.39 0.16 0.07 0.38
H -6.872 -6.254 4.665 0.67 -0.02 0.00 0.33
H -5.755 -5.310 5.686 0.18 0.63 -0.66 0.32
H -8.676 -5.708 6.086 -0.35 -0.32 0.25 0.32
H -7.518 -6.707 6.963 0.46 0.24 -0.12 0.34
H -7.726 -4.904 7.243 0.41 -0.27 0.29 0.34
```
Positions in Å, forces in eV/Å.

=====

No. 3
Computed, not measured: a 2-piece molecular cluster, C3H10N2O overall at a distorted geometry, with wB97M-V/def2-TZVPD.

Values from the calculation:
- LUMO: 0.837 eV
- HOMO level: -9.12 eV
- Multiplicity: 1
- DFT total energy: -8299.90958 eV
- ΔE to the lowest compared entry with this formula, charge and spin: 1.594 eV
- SMILES string: NC=O.CCN

Geometry as XYZ:
```
16
Properties=species:S:1:pos:R:3:forces:R:3:mulliken_charge:R:1
C 2.519 0.181 -1.062 0.69 -0.05 0.31 -1.04
C 1.179 0.393 -0.369 -1.97 -1.93 -2.90 -0.12
N 0.941 -0.900 0.413 0.93 1.74 -1.23 -0.64
H 3.177 -0.136 -0.194 -0.05 0.42 -1.47 0.24
H 2.924 1.006 -1.667 -0.09 0.57 1.03 0.34
H 2.533 -0.547 -1.859 -0.40 -1.05 0.35 0.29
H 0.311 0.612 -1.175 1.77 -0.65 1.84 0.19
H 1.304 1.268 0.200 -0.38 1.11 1.19 0.21
H 0.029 -1.011 0.823 -0.26 0.57 0.20 0.28
H 1.605 -0.732 1.154 -0.09 -0.72 0.64 0.24
C -2.646 -0.097 1.280 -0.95 -1.43 0.60 0.15
N -2.864 -0.103 -0.108 1.08 -0.70 2.49 -0.38
O -1.631 -0.269 1.946 -1.43 0.53 -1.71 -0.51
H -3.689 -0.178 1.751 1.16 0.64 -0.10 0.27
H -2.127 0.026 -0.724 2.25 -0.08 -0.96 0.23
H -3.566 0.487 -0.411 -2.26 1.04 -0.27 0.26
```
Positions in Å, forces in eV/Å.

=====

No. 4
Computed, not measured: one molecule with the formula C7H11PS2 at a distorted geometry, with wB97M-V/def2-TZVPD.

Values from the calculation:
- LUMO: -0.349 eV
- HOMO level: -8.41 eV
- Multiplicity: 1
- DFT total energy: -38395.37777 eV
- ΔE to the lowest compared entry with this formula, charge and spin: 0.163 eV
- SMILES string: CSP1(=S)C=C(C)C(C)=C1

Geometry as XYZ:
```
21
Properties=species:S:1:pos:R:3:forces:R:3:mulliken_charge:R:1
C -0.935 0.928 0.185 2.16 -2.42 0.22 -0.87
C 1.139 -0.766 0.101 -3.99 2.58 1.39 -0.70
C -1.130 -0.251 0.786 -0.84 -0.88 0.21 0.76
C 0.061 -1.147 0.863 1.20 -1.20 -3.81 0.60
C -2.431 -0.677 1.465 0.98 -1.33 1.31 -1.46
C -0.063 -2.553 1.371 0.83 2.29 2.59 -1.25
C 1.762 2.435 -2.923 0.30 0.22 -0.76 -0.78
P 0.764 0.945 -0.425 0.79 0.68 -0.48 0.51
S 1.948 2.373 0.222 -0.34 -0.49 0.33 -0.48
S 0.689 1.022 -2.603 -1.11 -0.10 0.79 -0.20
H -1.607 1.680 0.043 -1.71 1.85 -0.38 0.51
H 2.080 -1.145 -0.016 2.05 -1.33 -0.24 0.51
H -2.173 -0.622 2.525 -0.04 0.04 0.31 0.40
H -2.963 -1.705 1.450 1.29 1.60 -1.01 0.30
H -3.103 0.107 1.332 -1.54 1.04 -0.42 0.36
H 0.597 -2.382 2.259 -0.70 -1.26 0.05 0.31
H 0.258 -3.400 0.847 0.97 -0.62 -1.37 0.38
H -1.063 -2.758 1.652 -0.87 -0.15 0.72 0.25
H 2.632 1.885 -3.136 1.92 -0.09 0.44 0.29
H 1.880 3.134 -2.072 -0.21 -0.46 -0.69 0.24
H 1.658 2.897 -3.928 -1.14 0.03 0.80 0.33
```
Positions in Å, forces in eV/Å.

=====

Question: Which value of DFT total energy does entry 2 give?
Answer: -156430.78148 eV